# 1
C40H24BiBrF10N8O2S2 as an isolated structure. Source: OMol25; level of theory: ωB97M-V/def2-TZVPD.

Geometry as XYZ:
```
88
Properties=species:S:1:pos:R:3:lowdin_charge:R:1
Bi 0.806 0.638 -0.990 1.590
C -1.775 2.135 1.786 -0.088
N -0.392 2.122 1.354 -0.262
C 0.551 1.971 2.468 -0.205
C 0.171 0.974 3.555 -0.272
N 0.053 -0.383 3.074 0.028
C -0.248 -1.317 3.957 -0.231
C -0.620 -1.201 5.338 -0.140
F -0.691 0.021 5.943 0.030
C -0.936 -2.275 6.148 -0.178
F -1.291 -2.051 7.433 0.072
C -0.912 -3.574 5.683 -0.181
F -1.246 -4.621 6.482 0.053
C -0.530 -3.762 4.363 -0.174
F -0.461 -5.017 3.873 0.082
C -0.205 -2.697 3.562 -0.161
F 0.218 -2.982 2.311 0.064
C -0.059 3.338 0.621 -0.253
C -0.762 3.495 -0.743 -0.235
N -1.059 2.231 -1.392 -0.122
C -2.326 1.895 -1.718 -0.201
C -3.556 2.626 -1.596 -0.138
F -3.612 3.927 -1.199 0.043
C -4.805 2.108 -1.895 -0.170
F -5.888 2.887 -1.713 0.090
C -4.976 0.832 -2.377 -0.172
F -6.200 0.328 -2.643 0.077
C -3.825 0.103 -2.600 -0.164
F -3.913 -1.131 -3.126 0.099
C -2.588 0.628 -2.314 -0.177
F -1.537 -0.147 -2.644 -0.005
H -1.962 2.909 2.552 0.096
H -2.044 1.165 2.206 0.073
H -2.423 2.336 0.931 0.073
H 0.666 2.948 2.975 0.118
H 1.527 1.696 2.056 0.092
H -0.740 1.332 4.055 0.095
H 0.978 1.054 4.300 0.117
H 1.027 3.350 0.501 0.047
H -0.321 4.236 1.214 0.119
H -0.108 4.101 -1.382 0.103
H -1.648 4.086 -0.584 0.088
S 2.760 2.407 -1.208 0.595
C 2.233 3.178 -2.681 -0.694
C 2.538 4.523 -2.904 -0.070
C 2.138 5.184 -4.058 -0.203
C 2.459 6.574 -4.227 -0.190
N 2.728 7.686 -4.345 0.142
C 1.419 4.485 -5.038 -0.203
C 1.132 3.141 -4.838 -0.068
C 1.528 2.472 -3.685 -0.679
S 1.153 0.763 -3.549 0.557
C 0.983 5.145 -6.236 -0.192
N 0.632 5.672 -7.196 0.141
H 3.094 5.062 -2.148 0.111
H 0.582 2.599 -5.596 0.110
N -1.468 -0.809 0.220 0.076
C -1.762 -2.059 -0.345 -0.247
C -2.972 -2.683 -0.153 -0.023
C -3.260 -3.940 -0.716 -0.081
C -2.332 -4.585 -1.482 -0.053
C -1.101 -3.946 -1.762 -0.152
C -0.137 -4.518 -2.621 -0.017
C 0.991 -3.822 -2.937 -0.042
C 1.152 -2.525 -2.408 -0.161
N 0.297 -1.982 -1.580 0.028
C -0.818 -2.673 -1.221 -0.159
H -2.283 -0.392 0.650 0.083
H -0.736 -0.805 0.926 0.040
H -3.705 -2.202 0.486 0.114
H -4.222 -4.398 -0.520 0.099
H -2.524 -5.569 -1.891 0.103
H -0.323 -5.503 -3.034 0.111
H 1.748 -4.228 -3.595 0.101
H 2.021 -1.927 -2.658 0.084
Br 6.419 -2.853 4.294 0.681
C 5.125 -2.899 2.899 -0.666
C 4.613 -4.121 2.497 -0.212
N 3.723 -4.224 1.514 0.073
C 3.328 -3.101 0.915 -0.076
C 3.789 -1.837 1.262 -0.095
C 4.709 -1.734 2.290 -0.050
C 3.268 -0.587 0.580 -0.662
O 3.384 0.487 1.165 -0.029
O 2.762 -0.773 -0.580 -0.257
H 4.927 -5.039 2.980 0.092
H 2.603 -3.202 0.116 0.108
H 5.065 -0.758 2.593 0.116
```

## Properties
Molar mass: 1191.7 g/mol
HOMO energy: -2.04 eV
E_LUMO: 3.65 eV
Charge: -2
Frontier orbital gap: 0.2089 Ha
Relative energy (zero: lowest compared OMol25 entry of this formula, charge and spin): 1.3225 eV
Electronic energy: -182615.1043 eV


# 2
C30H30F16N3ORhSSbSe as an isolated structure. Source: OMol25; level of theory: ωB97M-V/def2-TZVPD.

Geometry as XYZ:
```
84
Properties=species:S:1:pos:R:3:lowdin_charge:R:1
Rh 0.340 1.535 -0.182 1.139
C 0.893 2.600 -2.840 -0.057
N 0.976 3.019 -1.424 -0.278
C 0.147 4.257 -1.230 -0.139
C -1.168 3.852 -0.607 -0.193
N -0.891 2.942 0.496 -0.136
C -0.747 3.417 1.790 -0.172
C -0.908 2.508 2.846 -0.166
F -1.221 1.240 2.558 0.043
C -0.774 2.849 4.173 -0.143
F -0.932 1.925 5.120 0.129
C -0.505 4.161 4.527 -0.143
F -0.386 4.509 5.808 0.127
C -0.368 5.099 3.525 -0.145
F -0.103 6.370 3.834 0.123
C -0.476 4.727 2.194 -0.141
F -0.283 5.708 1.287 0.076
C 2.399 3.294 -1.069 -0.151
C 2.509 3.256 0.436 -0.184
N 1.909 2.023 0.941 -0.078
C 2.756 0.979 1.303 -0.179
C 4.024 0.695 0.789 -0.150
F 4.542 1.423 -0.217 0.093
C 4.797 -0.364 1.235 -0.154
F 5.996 -0.584 0.691 0.124
C 4.311 -1.224 2.201 -0.143
F 5.036 -2.260 2.614 0.134
C 3.055 -0.984 2.733 -0.142
F 2.568 -1.794 3.674 0.128
C 2.320 0.100 2.302 -0.153
F 1.133 0.308 2.871 0.108
H 1.416 3.338 -3.454 0.113
H 1.354 1.624 -2.969 0.072
H -0.143 2.543 -3.147 0.067
H 0.680 4.921 -0.557 0.103
H 0.039 4.752 -2.197 0.135
H -1.737 4.726 -0.292 0.129
H -1.781 3.316 -1.339 0.115
H 3.005 2.512 -1.520 0.117
H 2.689 4.258 -1.498 0.140
H 3.548 3.353 0.750 0.130
H 1.965 4.098 0.875 0.105
F -0.969 0.454 -2.519 -0.464
Sb -1.751 -0.104 -4.204 1.366
F -3.268 0.899 -3.717 -0.352
F -2.527 -0.666 -5.812 -0.342
F -2.379 -1.628 -3.275 -0.337
F -0.143 -1.038 -4.580 -0.369
F -0.982 1.432 -4.997 -0.351
C -3.356 -6.053 0.925 -0.045
C -3.122 -4.586 0.696 -0.256
C -2.127 -3.900 1.382 -0.019
C -1.892 -2.548 1.178 -0.299
C -0.819 -1.884 1.991 -0.076
C -2.700 -1.845 0.254 -0.521
Se -2.443 -0.008 -0.063 0.984
C -3.727 -2.524 -0.443 -0.284
C -4.644 -1.867 -1.439 -0.083
C -3.904 -3.880 -0.209 -0.010
H -2.635 -6.465 1.629 0.074
H -3.280 -6.609 -0.010 0.084
H -4.357 -6.226 1.325 0.085
H -1.514 -4.434 2.101 0.118
H -0.113 -2.627 2.365 0.082
H -1.245 -1.369 2.854 0.093
H -0.276 -1.139 1.414 0.019
H -4.371 -0.840 -1.656 0.013
H -5.669 -1.883 -1.063 0.091
H -4.622 -2.419 -2.379 0.084
H -4.683 -4.401 -0.756 0.128
O 1.323 -0.255 -0.670 -0.636
S 1.460 -1.084 -1.960 1.035
C 2.831 -2.175 -1.529 -0.291
C 2.236 -3.231 -0.607 -0.218
C 0.956 -3.673 -1.312 -0.196
C 0.229 -2.407 -1.765 -0.284
H 3.603 -1.546 -1.089 0.083
H 3.201 -2.605 -2.463 0.106
H 2.010 -2.779 0.361 0.103
H 2.930 -4.055 -0.445 0.121
H 0.304 -4.271 -0.674 0.114
H 1.215 -4.279 -2.183 0.119
H -0.430 -2.003 -0.998 0.057
H -0.335 -2.506 -2.687 0.067
```

## Properties
Molar mass: 1088.3 g/mol
HOMO energy (alpha / beta): -8.24 / -8.20 eV
Multiplicity: 2
E_LUMO (alpha / beta): -1.38 / -1.97 eV
Charge: 0
Frontier orbital gap (alpha / beta): 0.2523 / 0.2290 Ha
Relative energy (zero: lowest compared OMol25 entry of this formula, charge and spin): 0.0000 eV
Electronic energy: -167322.3366 eV


# 3
C6H13O3Sm as an isolated structure at a distorted geometry. Source: OMol25; level of theory: ωB97M-V/def2-TZVPD.

Geometry as XYZ:
```
23
Properties=species:S:1:pos:R:3:lowdin_charge:R:1
C 0.899 2.282 -0.880 -0.097
O 0.746 1.139 -1.705 -0.414
C 1.753 0.148 -1.589 -0.190
C 1.611 -0.664 -0.320 -0.183
O 0.241 -0.985 -0.165 -0.326
C -0.116 -1.750 0.978 -0.174
C -1.490 -1.365 1.488 -0.257
O -1.697 0.009 1.619 -0.260
C -2.469 0.665 0.573 -0.439
Sm -1.445 0.259 -1.394 0.922
H 1.868 2.761 -1.085 0.104
H 0.069 2.956 -1.116 0.086
H 2.738 0.639 -1.615 0.140
H 1.603 -0.514 -2.456 0.132
H 1.939 -0.088 0.558 0.135
H 2.216 -1.582 -0.383 0.143
H 0.619 -1.556 1.775 0.133
H -0.074 -2.821 0.726 0.137
H -1.574 -1.779 2.504 0.133
H -2.255 -1.831 0.840 0.117
H -3.523 0.327 0.620 0.029
H -2.463 1.738 0.844 0.029
H 0.805 2.011 0.183 0.101
```

## Properties
Molar mass: 283.5 g/mol
HOMO energy (alpha / beta): -3.53 / -6.66 eV
Multiplicity: 8
E_LUMO (alpha / beta): 0.42 / 0.32 eV
Charge: 0
Frontier orbital gap (alpha / beta): 0.1449 / 0.2564 Ha
Relative energy (zero: lowest compared OMol25 entry of this formula, charge and spin): 2.1464 eV
Electronic energy: -30473.2950 eV


Q: Among the records above, which one has the lowest relative energy (zero: lowest compared OMol25 entry of this formula, charge and spin)?
A: C30H30F16N3ORhSSbSe